Formula: C47H104F10N10O21S10
Source: the OMol25 dataset
Level of theory: ωB97M-V/def2-TZVPD

- Kohn-Sham gap (spin up / spin down) (eV) = 6.906 / 2.975
- total charge = +1
- multiplicity = 2
- F_max (Eh/bohr) = 0.263
- E_LUMO (spin up / spin down) (eV) = -3.219 / -7.150
- DFT total energy (eV) = -243827.9820
- HOMO level (spin up / spin down) (eV) = -10.12 / -10.12

Cartesian coordinates (Å):
C: 0.955712 0.700323 -1.677569
C: -0.163718 -0.214857 -1.335789
O: -0.975478 -0.586207 -2.182389
N: -0.146078 -0.809547 0.052471
H: 0.048602 -1.797917 -0.020569
H: 0.582662 -0.484417 0.671611
C: -1.514548 -0.558797 0.810711
H: 1.298022 1.188203 -0.764939
H: 0.558472 1.390873 -2.421509
H: 1.803762 0.177263 -2.119529
H: -1.219248 -0.795337 1.832941
H: -2.201618 -1.247907 0.319621
H: -1.811728 0.468623 0.600531
C: 4.459832 5.986483 3.513861
C: 4.129872 5.032323 4.636881
C: 2.841742 4.244733 4.356761
C: 1.540282 5.088063 4.594891
N: 0.272732 4.293203 4.222101
C: -0.977298 5.170273 4.420441
C: -1.379888 5.057433 5.898821
C: -1.330408 3.512873 6.024321
C: 0.042772 3.164353 5.314461
C: 0.314382 3.661593 2.805521
C: 0.507032 4.619893 1.594971
C: 0.617172 3.611253 0.426071
H: 3.632242 6.671433 3.329361
H: 4.850972 5.478453 2.632381
H: 5.257552 6.628073 3.888131
H: 4.048722 5.470513 5.631621
H: 4.923792 4.285713 4.656111
H: 2.802122 3.366263 5.000831
H: 2.876722 3.850803 3.341041
H: 1.508102 6.056823 4.096311
H: 1.358872 5.299083 5.648771
H: -1.789528 4.787553 3.802461
H: -0.869138 6.216433 4.134201
H: -2.406188 5.413233 5.989461
H: -0.771698 5.636343 6.593851
H: -2.252128 3.145313 5.573291
H: -1.191108 3.091873 7.020041
H: -0.119568 2.217013 4.800361
H: 0.879222 3.076533 6.007811
H: -0.558408 3.035473 2.620301
H: 1.145502 2.956673 2.826451
H: 1.351362 5.267243 1.831931
H: -0.391338 5.187403 1.352131
H: 0.632242 4.179223 -0.504139
H: -0.248098 2.950353 0.374851
H: 1.514302 2.992573 0.403911
C: 5.915512 -2.232397 -1.621649
C: 5.451142 -1.955257 -3.054599
C: 4.207872 -2.756787 -3.501489
C: 3.720392 -2.514887 -4.993699
N: 2.224452 -2.964547 -5.191339
C: 1.258452 -2.098617 -4.345529
C: 0.150352 -1.538157 -5.184849
C: 0.822192 -1.551237 -6.583889
C: 1.769862 -2.790297 -6.655669
C: 2.050282 -4.481687 -4.821989
C: 0.579662 -5.026077 -4.729639
C: 0.538552 -6.492487 -4.419319
H: 5.256872 -1.745037 -0.902779
H: 6.973592 -1.981457 -1.546749
H: 5.870282 -3.315907 -1.511789
H: 6.293702 -2.169887 -3.711949
H: 5.302482 -0.877617 -3.123019
H: 3.353422 -2.719367 -2.825759
H: 4.648762 -3.752667 -3.545569
H: 4.315162 -2.986867 -5.775739
H: 3.679652 -1.429527 -5.085559
H: 0.907772 -2.617327 -3.453309
H: 1.773582 -1.167717 -4.108559
H: -0.638498 -2.287517 -5.119409
H: -0.138128 -0.549517 -4.827829
H: 0.027442 -1.744077 -7.304509
H: 1.306472 -0.593307 -6.773449
H: 1.211412 -3.650367 -7.025159
H: 2.644472 -2.650207 -7.290899
H: 2.558692 -4.674167 -3.877229
H: 2.655202 -4.933957 -5.607879
H: -0.120788 -4.710477 -5.502869
H: 0.155312 -4.459667 -3.900659
H: 1.235432 -6.748607 -3.621289
H: 0.893022 -7.028527 -5.299729
H: -0.410808 -6.912287 -4.086769
C: -4.885888 -4.611217 -0.980949
C: -4.710938 -3.601287 0.124291
C: -6.007518 -2.993287 0.647581
C: -7.026378 -4.052717 1.186881
N: -8.310108 -3.342797 1.734461
C: -8.020128 -2.836597 3.164561
C: -8.893838 -3.573317 4.090511
C: -9.264548 -4.883847 3.420121
C: -9.355728 -4.472027 1.966291
C: -9.003128 -2.325737 0.690711
C: -9.420838 -3.013707 -0.617329
C: -10.627488 -2.425727 -1.403409
H: -3.983928 -4.783307 -1.568279
H: -5.621338 -4.263057 -1.706209
H: -5.134048 -5.545517 -0.477369
H: -4.095378 -2.773127 -0.226899
H: -4.004488 -4.105387 0.783771
H: -6.339328 -2.330107 -0.151289
H: -5.734058 -2.405277 1.523691
H: -6.626328 -4.680867 1.982811
H: -7.265138 -4.735097 0.371131
H: -8.193558 -1.760497 3.160251
H: -6.960538 -2.925007 3.404441
H: -9.841508 -3.054617 4.235331
H: -8.452518 -3.668187 5.082651
H: -10.193398 -5.220157 3.880821
H: -8.477528 -5.605707 3.638341
H: -10.360828 -4.104717 1.759031
H: -9.124578 -5.286177 1.279381
H: -8.283028 -1.545117 0.445371
H: -9.769528 -1.945557 1.366131
H: -9.494598 -4.100777 -0.647659
H: -8.537858 -2.749147 -1.199089
H: -11.512428 -2.550647 -0.779399
H: -10.767278 -3.108547 -2.241449
H: -10.627288 -1.387277 -1.734659
C: 7.626802 0.593463 -5.168849
C: 8.211752 0.570003 -3.766709
C: 7.866642 1.872823 -3.038489
C: 6.388512 1.914083 -2.566419
N: 6.018332 3.072873 -1.542829
C: 6.178332 4.442563 -2.266529
C: 5.085372 5.328493 -1.620909
C: 3.918132 4.398503 -1.584909
C: 4.510752 2.989463 -1.201759
C: 6.906052 2.961093 -0.225179
C: 6.904562 1.549973 0.444691
C: 7.391502 1.672203 1.876411
H: 7.564792 -0.443217 -5.499849
H: 8.322122 1.168743 -5.780149
H: 6.635782 1.047243 -5.161139
H: 9.284212 0.388133 -3.836309
H: 7.768952 -0.261977 -3.219139
H: 8.154652 2.709923 -3.674429
H: 8.469602 2.058983 -2.149739
H: 6.209562 1.064593 -1.907299
H: 5.619652 1.915433 -3.339049
H: 7.236572 4.689663 -2.181789
H: 5.811582 4.275763 -3.279329
H: 5.455442 5.626273 -0.639849
H: 4.831682 6.176263 -2.257329
H: 3.250822 4.742173 -0.794539
H: 3.377232 4.412903 -2.531119
H: 4.445382 2.859633 -0.121489
H: 4.004002 2.149583 -1.677059
H: 6.637742 3.773563 0.450101
H: 7.916032 3.257043 -0.508819
H: 7.561752 0.867843 -0.094659
H: 5.886752 1.160003 0.436791
H: 7.523702 0.652593 2.238391
H: 6.663162 2.214273 2.479541
H: 8.314022 2.245013 1.971031
N: -5.297308 2.244303 0.667561
S: -4.532068 2.224123 2.205541
O: -3.106298 2.024743 2.267391
O: -5.335848 1.850193 3.345531
F: -4.661358 3.823083 2.382521
S: -5.551038 0.678143 0.805391
O: -6.660368 0.124873 1.589161
O: -4.328738 -0.096467 0.589611
F: -6.105968 0.532913 -0.713329
N: -3.049798 -2.224997 5.803591
S: -1.706138 -1.924087 5.296011
O: -0.875218 -0.903937 5.901161
O: -1.361228 -2.313117 3.900271
F: -1.065158 -3.186457 6.077651
S: -3.665718 -0.861387 5.015221
O: -4.004838 -1.015497 3.629831
O: -3.045448 0.396853 5.429791
F: -5.081378 -0.785467 5.795601
N: 1.826092 0.003253 1.735311
S: 3.279802 0.300143 1.748231
O: 4.236172 -0.681887 2.346941
O: 3.645352 1.754763 1.895041
F: 3.631592 0.053683 0.240311
S: 1.695862 -0.083317 3.437171
O: 2.107812 1.078373 4.213711
O: 1.809872 -1.409707 4.093781
F: 0.116132 0.161373 3.399631
N: 0.454802 -3.346497 -0.227069
S: 1.579912 -4.338747 -0.152619
O: 2.149702 -4.954077 -1.341939
O: 1.658302 -5.161657 1.087771
F: 2.644392 -3.149587 0.164051
S: -0.684348 -4.579917 -0.408399
O: -1.225348 -5.106707 0.809631
O: -0.676558 -5.405447 -1.606119
F: -1.862478 -3.605997 -0.880619
N: -4.012968 3.321513 -2.199249
S: -3.559108 4.127163 -3.453139
O: -4.231448 3.819753 -4.701229
O: -2.231848 4.752173 -3.475079
F: -4.546018 5.357613 -2.971479
S: -2.739578 2.155823 -2.554209
O: -1.538118 2.475663 -1.781099
O: -2.549238 1.561293 -3.853569
F: -3.450578 0.938573 -1.714189

Forces on the atoms, in the same order (eV/Å):
C -0.09 0.51 0.41
C -1.06 -1.76 -2.24
O 1.80 0.53 2.92
N -2.62 2.02 -0.84
H -0.23 -1.20 -0.22
H 0.74 0.79 0.03
C 1.60 -0.79 -1.25
H 0.11 0.29 -0.25
H 0.10 0.20 0.23
H -0.04 -0.40 0.14
H -0.86 0.05 0.08
H -0.03 0.09 0.50
H 0.15 -0.10 0.32
C 0.47 0.99 1.03
C -0.66 -1.21 -0.43
C -0.81 0.53 0.41
C -0.08 -1.10 -0.23
N -0.78 -0.26 0.23
C 0.07 0.61 0.45
C -0.44 -0.96 -0.62
C 1.94 0.92 0.41
C -2.15 -0.21 -0.96
C 0.41 0.62 0.29
C -0.60 -1.89 0.96
C 0.66 0.95 -0.64
H -0.06 -0.14 -0.53
H -0.43 0.00 -0.12
H 0.22 0.15 -0.26
H 0.24 0.35 -0.11
H 0.09 -0.01 0.36
H -0.05 0.00 0.00
H -0.04 0.11 -0.07
H 0.07 -0.21 -0.37
H 0.42 -0.01 0.09
H 0.20 -0.37 -0.03
H 0.72 -0.13 -0.29
H 0.03 0.09 0.10
H 0.24 -0.18 -0.13
H 0.48 -0.58 -0.21
H -0.57 0.24 0.13
H 0.54 0.07 -0.08
H -0.08 0.33 -0.28
H -0.38 0.28 0.58
H 0.10 0.14 0.11
H 0.15 0.03 -0.68
H 0.07 0.34 0.48
H -0.18 -0.11 -0.19
H -0.10 0.15 0.10
H 0.17 0.05 0.51
C -0.40 -0.84 -0.89
C -0.33 0.92 -0.14
C 0.94 -0.83 -1.61
C -1.34 0.50 1.75
N -0.60 -1.04 0.51
C 1.09 1.04 0.56
C 0.56 -1.78 -0.95
C -0.80 -0.58 -0.35
C -0.37 1.62 0.91
C -0.06 0.21 -0.74
C 0.18 2.04 0.98
C 0.85 -0.83 -0.18
H 0.33 -0.11 0.20
H -0.14 0.37 0.39
H -0.06 -0.05 0.54
H -0.11 -0.15 -0.32
H -0.26 0.28 -0.32
H 0.23 0.02 0.18
H -0.68 -0.48 0.55
H -0.03 0.01 0.22
H 0.04 0.01 -0.70
H 0.46 -0.06 -0.05
H 0.84 -0.48 0.64
H -0.59 0.56 -0.37
H -0.29 -0.27 -0.14
H 0.20 0.55 -0.35
H 0.12 -0.18 -0.18
H 0.19 -0.12 0.50
H -0.04 0.06 0.14
H -0.23 0.22 0.09
H -0.16 -0.44 -0.05
H 0.50 -0.31 -0.77
H -0.02 -0.29 0.51
H 0.08 0.20 0.13
H -0.18 -0.32 -0.06
H -0.15 0.48 -0.28
C -0.15 0.00 -0.36
C 1.29 0.10 -0.59
C 0.58 -1.13 1.74
C -0.02 1.56 -1.28
N -0.20 -1.86 -0.87
C 0.79 1.82 -1.34
C -1.30 -0.08 1.05
C 0.79 0.21 0.72
C 0.15 -0.36 -0.10
C 0.53 -1.15 1.86
C 0.88 1.43 -0.90
C -0.33 -0.97 1.05
H 0.15 0.04 0.31
H -0.42 -0.37 0.00
H -0.42 -0.29 -0.61
H -0.19 0.24 -0.17
H -0.54 0.26 1.05
H -0.66 -0.21 0.13
H -0.02 0.46 -0.12
H 0.08 0.36 0.17
H -0.59 0.16 0.02
H -0.12 0.02 0.00
H 0.02 -0.35 -0.38
H 0.04 0.39 0.05
H 0.07 -0.14 -0.12
H 0.00 -0.31 -0.51
H -0.10 -0.27 -0.37
H 0.17 0.26 -0.14
H -0.14 0.17 0.03
H -0.11 -0.01 0.48
H -0.35 0.23 -0.51
H -0.09 0.14 0.57
H 0.05 -0.63 -0.60
H -0.23 0.08 -0.02
H -0.04 0.36 -0.23
H 0.59 -0.12 0.10
C 0.43 -0.28 0.35
C -0.69 0.13 0.43
C -0.17 0.68 0.58
C 0.32 0.37 1.67
N 0.35 -0.35 -0.87
C -0.91 -0.73 0.92
C 1.74 -0.20 -0.54
C -0.27 -1.08 0.97
C 0.09 1.30 0.26
C -0.05 -0.35 -1.08
C -0.23 1.41 -0.59
C -0.21 0.07 0.07
H -0.08 0.19 -0.49
H -0.38 -0.05 -0.41
H 0.00 -0.06 -0.28
H -0.01 0.18 0.27
H 0.13 -0.11 0.20
H -0.43 0.18 -0.28
H 0.17 -0.50 0.13
H 0.03 -0.39 -0.41
H 0.16 0.28 -0.03
H -0.26 0.39 -0.26
H 0.67 -0.17 -0.21
H -0.41 0.31 0.06
H 0.42 0.22 0.27
H -0.33 -0.30 -0.15
H 0.05 -0.22 0.02
H -0.05 -0.18 -0.05
H 0.38 0.02 -0.12
H -0.78 -0.22 0.01
H 0.06 -0.27 -0.34
H -0.09 0.04 -0.22
H 0.03 -0.15 0.05
H 0.06 0.26 0.41
H -0.18 -0.30 0.10
H 0.26 -0.25 -0.18
N 1.13 -0.30 2.52
S 2.48 5.86 5.82
O -1.82 -0.41 -1.41
O 0.36 -0.91 -2.39
F 0.26 -0.81 -0.91
S -3.40 -7.76 -5.72
O 2.55 2.03 -1.10
O -1.39 1.87 2.00
F -0.34 0.45 1.33
N -6.55 2.94 -0.72
S 12.79 -4.10 -1.42
O -1.16 0.12 -0.82
O -1.52 1.62 1.96
F -0.05 -0.36 -0.11
S -2.98 2.57 1.93
O -0.14 -0.30 0.45
O -1.17 -1.68 -1.00
F 0.63 -0.51 -0.63
N -2.51 -0.64 3.26
S 10.19 2.04 -0.53
O -2.87 2.62 -0.56
O -0.96 -2.97 -0.35
F -0.46 0.06 -1.67
S -3.91 -3.05 5.22
O 0.41 -1.15 -1.86
O 0.34 3.67 -2.92
F 0.46 0.00 -0.52
N -4.29 -2.03 -1.55
S 9.60 -2.95 4.16
O -1.19 0.99 0.52
O -0.86 1.77 -3.40
F 0.21 -0.25 -0.30
S -6.12 -0.08 -0.97
O 1.24 0.36 -0.79
O 1.55 0.65 1.52
F 0.17 0.97 0.26
N 3.68 -4.08 -0.88
S -3.21 7.00 -2.92
O 1.59 -0.50 1.00
O -1.62 -1.66 0.06
F 0.82 0.10 -0.20
S 0.16 -2.17 3.41
O -1.44 -0.63 -0.75
O -0.43 0.98 0.89
F 0.61 0.94 -0.47